This record from the Open Molecules 2025 dataset describes a molecular structure, H3NOP2 at a distorted geometry. The level of theory is wB97M-V/def2-TZVPD.

```
7
Properties=species:S:1:pos:R:3:nbo_charge:R:1
N -3.261 -0.266 -0.323 -0.1462
O -4.012 0.576 0.116 -0.2496
P -1.629 -0.477 -0.086 0.4658
P 1.086 -0.003 -0.277 0.0109
H -1.668 -1.611 -0.780 -0.0502
H 0.738 1.480 0.005 -0.0018
H 0.675 0.163 -1.618 -0.0291
```

Results
charge = 0
gap between HOMO and LUMO (spin up / spin down) = 0.282 / 0.268 Ha
lowest unoccupied orbital energy (spin up / spin down) = -1.7 / -1.1 eV
energy relative to the best compared isomer or geometry (same formula, charge and spin) = 172.0 kJ/mol
DFT total energy = -814.3170 Ha

***

This record from the Open Molecules 2025 dataset describes 2 unconnected molecules or ions with the total composition C3H10S3 at a distorted geometry. The level of theory is wB97M-V/def2-TZVPD.

```
16
Properties=species:S:1:pos:R:3:nbo_charge:R:1
C 1.569 2.355 -1.370 -0.7441
S 1.388 3.152 0.260 0.0983
S -0.051 1.814 1.063 -0.1694
H 2.212 1.506 -1.160 0.2193
H 0.686 1.958 -1.823 0.2324
H 2.000 3.125 -2.059 0.2350
H -1.014 2.619 1.444 0.1353
C -0.708 -1.323 -0.446 -0.6432
C -1.301 -1.809 0.925 -0.5149
S -0.506 -3.415 1.272 -0.0822
H -0.298 -2.215 -1.084 0.2266
H -1.540 -0.919 -1.053 0.2089
H 0.050 -0.517 -0.054 0.2212
H -2.327 -2.064 0.819 0.2229
H -0.982 -1.115 1.777 0.2263
H 0.823 -3.152 1.490 0.1275
```

Results
charge = 0
gap between HOMO and LUMO = 0.332 Ha
lowest unoccupied orbital energy = 0.3 eV
energy relative to the best compared isomer or geometry (same formula, charge and spin) = 115.6 kJ/mol
SMILES = CCS.CSS
DFT total energy = -1314.8041 Ha

***

This record from the Open Molecules 2025 dataset describes a single C19H29N3O4S molecule at a distorted geometry. The level of theory is wB97M-V/def2-TZVPD.

```
56
Properties=species:S:1:pos:R:3:nbo_charge:R:1
C 2.401 3.415 -2.178 -0.6282
C 2.564 2.564 -0.956 -0.0132
C 1.504 2.334 -0.091 -0.2398
C 1.667 1.548 1.037 -0.1578
C 2.896 0.976 1.331 -0.0399
C 3.961 1.211 0.470 -0.1936
C 3.796 1.992 -0.656 -0.2097
H 4.634 2.161 -1.318 0.2094
H 4.925 0.773 0.682 0.2115
C 3.057 0.074 2.523 -0.4300
H 2.190 0.176 3.178 0.2057
H 3.951 0.344 3.089 0.2219
C 3.182 -1.391 2.083 -0.2133
N 2.106 -1.751 1.190 -0.6350
C 2.328 -2.300 -0.020 0.6948
O 3.419 -2.680 -0.393 -0.6307
C 1.077 -2.395 -0.899 -0.3028
C -0.042 -3.173 -0.193 -0.4213
C -1.371 -3.018 -0.928 -0.2314
N -1.713 -1.616 -1.098 -0.6733
S -2.119 -0.865 0.335 2.4512
O -0.991 -0.471 1.135 -0.9783
O -3.094 -1.700 0.969 -0.9512
N -2.778 0.523 -0.311 -0.6826
C -4.097 0.324 -0.888 -0.2606
H -4.098 -0.661 -1.353 0.2334
C -5.189 0.420 0.182 -0.0955
H -6.180 0.426 -0.275 0.1974
O -5.086 1.629 0.907 -0.5229
C -3.832 1.738 1.541 -0.0886
H -3.848 2.682 2.088 0.1996
C -2.700 1.718 0.511 -0.2575
H -1.728 1.711 1.001 0.2357
H -2.780 2.585 -0.153 0.2056
H -3.688 0.902 2.243 0.1733
H -5.095 -0.437 0.862 0.1926
H -4.245 1.096 -1.650 0.2064
C -0.729 -0.912 -1.898 -0.2335
C 0.665 -0.963 -1.277 -0.4315
H 0.659 -0.333 -0.390 0.2357
H 1.395 -0.550 -1.975 0.2257
H -0.734 -1.373 -2.890 0.2031
H -1.067 0.121 -1.983 0.2272
H -1.330 -3.470 -1.923 0.2035
H -2.181 -3.475 -0.358 0.2353
H -0.187 -2.804 0.823 0.2124
H 0.231 -4.228 -0.136 0.2244
H 1.359 -2.936 -1.809 0.2233
H 1.193 -1.379 1.410 0.4103
H 4.112 -1.560 1.534 0.2309
H 3.173 -2.044 2.964 0.1926
H 0.822 1.366 1.686 0.2069
H 0.536 2.766 -0.304 0.2033
H 2.841 2.928 -3.047 0.2177
H 2.908 4.371 -2.041 0.2202
H 1.351 3.612 -2.380 0.2112
```

Results
charge = 0
gap between HOMO and LUMO = 0.349 Ha
lowest unoccupied orbital energy = 0.6 eV
energy relative to the best compared isomer or geometry (same formula, charge and spin) = 110.9 kJ/mol
SMILES = Cc1ccc(CCNC(=O)C2CCN(S(=O)(=O)N3CCOCC3)CC2)cc1
DFT total energy = -1604.8322 Ha

***

This record from the Open Molecules 2025 dataset describes a molecular structure, C34H37InN6O4S. The level of theory is wB97M-V/def2-TZVPD.

```
83
Properties=species:S:1:pos:R:3:lowdin_charge:R:1
In -0.443 -1.866 -0.561 0.7174
O -1.056 -0.502 3.972 0.0568
C 0.164 0.070 4.081 -0.2658
C 0.432 0.819 5.224 -0.0187
C 1.649 1.453 5.376 -0.0866
C 2.628 1.344 4.394 -0.0934
C 2.379 0.585 3.267 -0.0302
C 1.154 -0.056 3.089 -0.0834
C 0.901 -0.842 1.860 -0.4051
O -0.335 -1.094 1.516 -0.1221
N 1.953 -1.283 1.226 0.0839
N 1.617 -2.061 0.156 -0.0655
C 2.534 -2.729 -0.443 -0.0537
C 2.278 -3.692 -1.480 -0.1489
C 3.382 -4.188 -2.196 -0.0519
C 3.249 -5.151 -3.165 -0.1041
C 1.980 -5.682 -3.419 -0.0832
C 0.885 -5.241 -2.716 -0.0144
C 0.984 -4.230 -1.736 -0.3540
O -0.099 -3.892 -1.075 -0.1787
H -1.117 -0.858 3.062 0.0689
H -0.346 0.901 5.972 0.1154
H 1.838 2.046 6.262 0.1017
H 3.579 1.845 4.511 0.0977
H 3.126 0.480 2.492 0.1015
H 3.562 -2.598 -0.103 0.1378
H 4.361 -3.784 -1.962 0.1103
H 4.113 -5.499 -3.714 0.0962
H 1.865 -6.461 -4.163 0.1023
H -0.102 -5.648 -2.897 0.1145
C -4.792 0.033 -0.377 -0.0109
C -3.501 -0.719 -0.234 -0.2453
N -2.392 -0.385 -0.766 0.0016
N -2.211 0.636 -1.589 -0.0552
C -0.877 0.764 -2.176 -0.8760
N -1.030 1.689 -3.249 0.0886
S -0.449 -0.897 -2.849 0.6922
C -3.442 -1.933 0.607 -0.1935
C -4.452 -2.277 1.498 0.0058
C -4.317 -3.427 2.260 -0.0362
C -3.188 -4.215 2.109 -0.0283
C -2.226 -3.812 1.198 -0.0849
N -2.361 -2.711 0.468 0.0619
H -4.701 0.840 -1.100 0.0704
H -5.064 0.481 0.582 0.0949
H -5.602 -0.629 -0.685 0.0935
H -2.941 0.858 -2.252 0.1391
H -0.976 2.649 -2.924 0.0855
H -0.337 1.541 -3.967 0.0744
H -5.321 -1.645 1.613 0.1122
H -5.084 -3.697 2.973 0.1145
H -3.052 -5.120 2.684 0.1122
H -1.316 -4.377 1.030 0.1196
C 2.760 0.646 -2.746 -0.0729
C 2.941 1.935 -1.968 -0.3647
C 3.636 1.639 -0.631 -0.0474
C 1.753 2.851 -1.661 -0.1010
C 2.148 4.187 -1.726 -0.0512
C 1.353 5.216 -1.282 -0.0703
C 0.140 4.901 -0.717 -0.0526
C -0.337 3.592 -0.610 -0.1051
C -1.579 3.561 0.297 -0.3511
C -1.122 3.118 1.687 -0.0423
C -2.843 2.790 -0.065 -0.0739
C 0.467 2.545 -1.142 -0.1332
O 0.018 1.198 -1.118 -0.0668
H 3.738 0.305 -3.096 0.0850
H 2.128 0.782 -3.623 0.0667
H 2.340 -0.134 -2.127 0.0382
H 3.621 2.551 -2.561 0.1181
H 2.970 1.076 0.020 0.0642
H 3.911 2.565 -0.122 0.0828
H 4.542 1.052 -0.799 0.0837
H 3.136 4.413 -2.108 0.1141
H 1.687 6.244 -1.330 0.1069
H -0.462 5.702 -0.308 0.1105
H -1.889 4.605 0.362 0.1138
H -0.833 2.071 1.640 0.0766
H -1.932 3.223 2.412 0.0867
H -0.267 3.698 2.036 0.0896
H -2.752 1.752 0.233 0.0505
H -3.077 2.860 -1.126 0.0763
H -3.675 3.223 0.496 0.0882
```

Results
charge = 0
gap between HOMO and LUMO = 0.259 Ha
lowest unoccupied orbital energy = -0.4 eV
energy relative to the best compared isomer or geometry (same formula, charge and spin) = 95.9 kJ/mol
DFT total energy = -2535.6786 Ha

***

This record from the Open Molecules 2025 dataset describes 5 unconnected molecules or ions with the total composition C20H35N5 at a distorted geometry. The level of theory is wB97M-V/def2-TZVPD.

```
60
Properties=species:S:1:pos:R:3:nbo_charge:R:1
C 8.816 -3.053 7.431 -0.6059
C 7.606 -2.251 7.849 -0.4006
C 6.288 -2.648 7.311 -0.5024
C 5.692 -3.947 7.790 0.2865
N 5.192 -4.892 8.212 -0.3299
H 8.772 -3.258 6.361 0.1961
H 8.778 -4.032 7.909 0.2150
H 9.764 -2.524 7.535 0.2215
H 7.770 -1.189 7.665 0.2112
H 7.699 -2.316 8.933 0.2108
H 6.415 -2.636 6.228 0.2427
H 5.490 -1.913 7.420 0.2549
C 5.419 3.419 2.763 -0.6184
C 5.240 4.105 4.156 -0.3843
C 3.871 4.746 4.365 -0.5085
C 2.772 3.780 4.511 0.2845
N 1.899 3.036 4.533 -0.3294
H 6.131 2.602 2.879 0.2157
H 5.953 4.087 2.088 0.2057
H 4.508 3.098 2.259 0.2189
H 6.023 4.852 4.294 0.2155
H 5.302 3.284 4.870 0.2090
H 3.671 5.486 3.589 0.2439
H 3.796 5.283 5.310 0.2475
C -2.302 5.265 -7.341 -0.6281
C -0.973 4.527 -7.589 -0.3744
C -0.845 3.920 -9.032 -0.5228
C -1.921 3.057 -9.431 0.2842
N -2.797 2.390 -9.736 -0.3257
H -2.505 5.626 -6.333 0.2215
H -3.152 4.640 -7.615 0.2162
H -2.467 6.148 -7.958 0.2103
H -0.727 3.756 -6.860 0.2111
H -0.181 5.272 -7.507 0.2079
H 0.170 3.538 -9.147 0.2539
H -0.867 4.697 -9.797 0.2458
C -1.834 -1.239 -2.999 -0.6171
C -0.543 -1.760 -2.459 -0.3845
C -0.518 -1.472 -0.922 -0.5065
C 0.340 -2.432 -0.226 0.2857
N 1.025 -3.168 0.316 -0.3335
H -1.950 -0.202 -2.685 0.2012
H -2.727 -1.790 -2.702 0.2104
H -1.904 -1.021 -4.065 0.2215
H 0.283 -1.282 -2.985 0.2147
H -0.490 -2.843 -2.573 0.2130
H -1.466 -1.659 -0.419 0.2471
H -0.135 -0.463 -0.763 0.2480
C -9.110 -2.738 -1.976 -0.6226
C -8.734 -3.732 -0.913 -0.3715
C -9.712 -4.975 -1.137 -0.5111
C -11.088 -4.777 -0.635 0.2805
N -12.195 -4.642 -0.258 -0.3334
H -8.601 -1.779 -1.875 0.2137
H -10.172 -2.547 -1.822 0.2105
H -9.039 -2.979 -3.037 0.2123
H -8.915 -3.331 0.084 0.2197
H -7.712 -4.084 -1.060 0.2082
H -9.266 -5.817 -0.608 0.2487
H -9.839 -5.221 -2.192 0.2450
```

Results
charge = 0
gap between HOMO and LUMO = 0.431 Ha
lowest unoccupied orbital energy = 0.5 eV
energy relative to the best compared isomer or geometry (same formula, charge and spin) = 194.0 kJ/mol
SMILES = CCCC#N.CCCC#N.CCCC#N.CCCC#N.CCCC#N
DFT total energy = -1056.7427 Ha

***

This record from the Open Molecules 2025 dataset describes 4 unconnected molecules or ions with the total composition C22H22BF24NO7S at a distorted geometry. The level of theory is wB97M-V/def2-TZVPD.

```
78
Properties=species:S:1:pos:R:3:lowdin_charge:R:1
C -5.829 9.007 5.287 -0.1172
C -5.135 8.654 3.818 -0.1619
B -5.959 7.329 3.248 -0.4890
O -7.436 7.490 3.025 0.0348
O -5.314 6.033 2.959 -0.2150
S -4.282 5.538 4.233 1.0504
O -4.741 4.057 4.529 -0.4362
O -2.659 5.378 3.736 -0.3576
C -2.514 5.625 2.269 -0.1806
C -1.766 7.035 1.814 0.0516
C -1.686 7.147 0.146 -0.0302
C -2.333 5.897 -0.672 -0.1307
N -2.960 4.629 -0.203 -0.0145
C -3.065 4.462 1.275 -0.0264
H -6.751 8.273 5.466 0.0903
H -5.025 8.768 6.109 0.0860
H -6.225 10.109 5.298 0.0866
H -5.247 9.516 3.029 0.1174
H -3.990 8.403 3.895 0.0874
H -7.657 6.912 2.217 0.1266
H -1.351 7.846 2.547 0.1039
H -1.186 8.089 -0.389 0.1010
H -2.296 6.023 -1.861 0.1098
H -3.580 3.496 1.744 0.1390
C 0.982 3.682 -2.063 -0.0500
C 2.120 2.660 -1.918 -0.4176
C 2.736 2.579 -0.527 -0.2861
F 3.280 3.750 -0.129 0.0896
F 3.746 1.664 -0.503 0.0931
F 3.062 2.904 -2.865 0.1318
F 1.600 1.430 -2.225 0.0790
O 1.341 4.957 -2.602 0.0304
C 1.874 5.889 -1.661 -0.4768
C 3.343 6.238 -1.931 -0.2637
F 4.132 5.133 -1.931 0.0887
F 3.835 7.066 -0.972 0.0948
F 1.662 5.423 -0.407 0.1185
F 1.109 7.009 -1.776 0.1213
H 0.285 3.265 -2.801 0.1533
H 0.385 3.776 -1.149 0.1420
H 1.997 2.269 0.219 0.1780
H 3.457 6.730 -2.900 0.1761
C -0.846 -3.219 -2.124 -0.0528
C 0.266 -4.199 -2.529 -0.4305
C 0.885 -4.979 -1.375 -0.2921
F 1.461 -4.176 -0.454 0.0887
F 1.870 -5.804 -1.829 0.0778
F 1.210 -3.534 -3.242 0.1266
F -0.289 -5.099 -3.402 0.1008
O -0.455 -1.853 -1.958 0.0342
C 0.106 -1.529 -0.687 -0.4700
C 1.583 -1.123 -0.770 -0.2676
F 2.342 -2.095 -1.336 0.0917
F 2.101 -0.897 0.466 0.0936
F -0.113 -2.555 0.170 0.1215
F -0.629 -0.486 -0.213 0.1358
H -1.556 -3.195 -2.959 0.1510
H -1.437 -3.582 -1.275 0.1467
H 0.141 -5.605 -0.873 0.1726
H 1.706 -0.213 -1.365 0.1398
C 2.621 -9.266 -1.447 -0.0511
C 2.073 -9.054 -0.027 -0.4269
C 3.079 -9.295 1.092 -0.2870
F 3.556 -10.560 1.099 0.0848
F 2.497 -9.102 2.308 0.0892
F 0.956 -9.808 0.137 0.1261
F 1.653 -7.751 0.052 0.0931
O 2.353 -10.538 -2.045 0.0335
C 3.256 -11.583 -1.687 -0.4765
C 2.586 -12.701 -0.879 -0.2648
F 2.010 -12.228 0.256 0.0864
F 3.492 -13.638 -0.492 0.0942
F 4.329 -11.047 -1.060 0.1209
F 3.724 -12.086 -2.862 0.1368
H 2.096 -8.550 -2.091 0.1449
H 3.677 -8.986 -1.535 0.1490
H 3.926 -8.606 1.022 0.1766
H 1.809 -13.198 -1.467 0.1755
```

Results
charge = 0
gap between HOMO and LUMO = 0.314 Ha
lowest unoccupied orbital energy = -0.8 eV
energy relative to the best compared isomer or geometry (same formula, charge and spin) = 500.9 kJ/mol
DFT total energy = -4252.4939 Ha

***

This record from the Open Molecules 2025 dataset describes a molecular structure, C12H25AsN7O2Re at a distorted geometry. The level of theory is wB97M-V/def2-TZVPD.

```
48
Properties=species:S:1:pos:R:3:nbo_charge:R:1
Re -0.060 -0.273 0.277 1.5414
C -1.376 4.135 0.156 -0.4470
N -0.769 3.545 -0.948 -0.3296
C -0.327 4.459 -1.997 -0.4299
C -0.485 2.270 -1.141 0.6964
N -1.139 1.289 -0.444 -0.8889
N 0.537 1.885 -2.034 -0.6081
C 0.996 0.613 -2.320 0.6888
N 1.429 0.364 -3.547 -0.6849
N 0.826 -0.411 -1.463 -0.8232
H -2.222 4.853 -0.117 0.2746
H -0.703 4.704 0.838 0.2607
H -1.738 3.376 0.852 0.2130
H -1.120 5.209 -1.971 0.2679
H -0.324 3.967 -2.943 0.2160
H 0.661 4.847 -1.790 0.2353
H -1.945 1.724 0.106 0.4466
H 0.985 2.653 -2.513 0.4532
H 1.891 1.072 -4.095 0.4430
H 1.785 -0.562 -3.654 0.4351
H 0.955 -1.407 -1.752 0.4727
C -1.168 -5.293 -1.814 -0.4049
N -1.366 -4.235 -0.759 -0.3784
C -2.489 -4.187 0.069 0.1803
C -2.708 -3.219 1.036 -0.3892
C -1.852 -2.055 1.047 0.6447
O -1.909 -0.845 1.538 -0.6449
N -0.744 -2.186 0.187 -0.7051
C -0.483 -3.163 -0.796 0.7994
O 0.485 -3.043 -1.561 -0.6271
H -0.152 -5.642 -1.663 0.2477
H -1.304 -4.853 -2.842 0.2461
H -1.844 -6.113 -1.596 0.2430
H -3.171 -5.063 -0.152 0.2775
H -3.598 -3.376 1.678 0.3008
C 0.418 1.123 3.354 -0.9242
As 1.517 0.140 2.074 1.1221
C 2.162 -1.191 3.379 -0.8959
C 3.018 1.185 1.523 -0.9294
H 1.031 1.526 4.208 0.2922
H -0.256 0.465 3.844 0.2721
H -0.084 1.933 2.755 0.2254
H 2.462 -0.775 4.373 0.2893
H 3.077 -1.654 2.969 0.2664
H 1.359 -1.871 3.564 0.2551
H 3.464 1.717 2.368 0.2968
H 2.600 1.888 0.785 0.2293
H 3.676 0.475 0.926 0.2780
```

Results
charge = +3
gap between HOMO and LUMO (spin up / spin down) = 0.258 / 0.252 Ha
lowest unoccupied orbital energy (spin up / spin down) = -11.0 / -11.3 eV
multiplicity = 4
energy relative to the best compared isomer or geometry (same formula, charge and spin) = 6.6 kJ/mol
DFT total energy = -3319.0804 Ha